Arrangement one

C3H6N4O | ωB97M-V with the def2-TZVPD basis set

Output
* lowest unoccupied orbital energy: -0.058 eV
* HOMO: -8.456 eV
* SMILES: [H]/N=C(/C=C\NO)\N=N\[H]
* M: 114.1 g mol⁻¹
* Kohn-Sham gap: 8.398 eV

The geometry in ORCA input format:
```
! wB97M-V def2-TZVPD RIJCOSX def2/J DEFGRID3
* xyz 0 1
H -3.225 -0.260 0.918
N -2.478 -0.915 0.595
C -1.461 -0.398 0.061
C -0.380 -1.273 -0.410
C 0.974 -0.954 -0.367
N 1.482 0.269 -0.042
O 2.808 0.202 0.592
N -1.292 0.939 0.208
N -2.020 1.788 -0.365
H -1.961 2.781 -0.160
H -0.527 -2.349 -0.546
H 1.748 -1.652 -0.551
H 0.811 0.749 0.537
H 3.216 1.062 0.306
*
```

natural (NBO) atomic charge list, values in e, 2 entries: 0.3446, -0.6207



Arrangement two

C3H6N4O | ωB97M-V with the def2-TZVPD basis set

Output
* lowest unoccupied orbital energy: 0.422 eV
* HOMO: -7.855 eV
* M: 114.1 g mol⁻¹
* Kohn-Sham gap: 8.278 eV

The geometry in ORCA input format:
```
! wB97M-V def2-TZVPD RIJCOSX def2/J DEFGRID3
* xyz 0 1
C -0.970 0.616 -0.386
C -0.344 1.707 -0.293
C 1.263 -0.036 -0.119
H -2.839 -0.336 1.225
H -1.816 -1.300 -0.282
H -0.740 2.567 -0.053
H 1.766 1.826 0.583
H 2.800 -1.576 -0.198
H 0.016 -1.833 0.581
N -2.182 -0.117 0.102
N 1.075 1.417 -0.220
N 2.282 -0.590 0.128
N -0.038 -0.512 -0.770
O -0.273 -1.834 -0.296
*
```

natural (NBO) atomic charge list, values in e, 2 entries: 0.3087, -0.1495



Energy relative to the most stable one, in kJ/mol: arrangement one 0.0; arrangement two 337.8



Arrangement one

C3H6N4O | ωB97M-V with the def2-TZVPD basis set

Output
* lowest unoccupied orbital energy: 0.071 eV
* HOMO: -9.403 eV
* M: 114.1 g mol⁻¹
* Kohn-Sham gap: 9.475 eV

The geometry in ORCA input format:
```
! wB97M-V def2-TZVPD RIJCOSX def2/J DEFGRID3
* xyz 0 1
C -0.515 1.636 -0.087
C -0.631 0.201 -0.274
C 0.243 -0.733 -0.487
H -0.220 2.423 -1.088
H -1.580 1.924 0.548
H 0.338 1.770 0.579
H -2.682 -0.129 0.982
H 1.772 -1.967 0.022
H 3.023 0.164 -0.350
N -1.874 -0.366 -0.026
N -1.702 -1.695 0.201
N -0.452 -1.919 -0.093
N 1.746 -1.018 -0.475
O 2.533 -0.291 0.547
*
```

natural (NBO) atomic charge list, values in e, 2 entries: -0.6272, 0.0520



Arrangement two

C3H6N4O | ωB97M-V with the def2-TZVPD basis set

Output
* lowest unoccupied orbital energy: 0.588 eV
* HOMO: -7.954 eV
* SMILES: Nc1ncn(O)c1N
* M: 114.1 g mol⁻¹
* Kohn-Sham gap: 8.542 eV

The geometry in ORCA input format:
```
! wB97M-V def2-TZVPD RIJCOSX def2/J DEFGRID3
* xyz 0 1
N -0.281 2.302 -0.448
C 0.330 1.017 -0.171
N 1.642 0.881 0.131
C 1.863 -0.412 0.441
N 0.711 -1.057 0.400
O 0.497 -2.418 0.444
C -0.258 -0.221 0.027
N -1.735 -0.855 -0.144
H 0.240 3.063 -0.042
H -1.256 2.073 -0.471
H 2.894 -0.816 0.506
H -0.373 -2.559 0.151
H -1.965 -0.931 -1.066
H -2.308 -0.067 0.241
*
```

natural (NBO) atomic charge list, values in e, 2 entries: -0.8479, 0.2475



Energy relative to the most stable one, in kJ/mol: arrangement one 397.6; arrangement two 0.0



Arrangement one

C3H6N4O | ωB97M-V with the def2-TZVPD basis set

Output
* lowest unoccupied orbital energy: 0.348 eV
* HOMO: -8.894 eV
* SMILES: [H]/N=c1/ncn(O)n1C
* M: 114.1 g mol⁻¹
* Kohn-Sham gap: 9.243 eV

The geometry in ORCA input format:
```
! wB97M-V def2-TZVPD RIJCOSX def2/J DEFGRID3
* xyz 0 1
H -2.817 0.533 -0.103
N -2.348 -0.429 -0.144
C -1.024 -0.391 -0.135
N -0.333 -1.717 -0.052
C 0.832 -1.343 0.360
N 1.072 0.065 0.382
O 2.079 0.345 -0.501
N -0.216 0.595 -0.233
C -0.461 1.981 0.190
H 1.686 -2.083 0.578
H 2.844 0.684 0.008
H -1.199 2.508 -0.281
H 0.577 2.571 0.366
H -1.034 1.941 1.272
*
```

natural (NBO) atomic charge list, values in e, 2 entries: 0.3301, -0.7115



Arrangement two

C3H6N4O | ωB97M-V with the def2-TZVPD basis set

Output
* lowest unoccupied orbital energy: 0.175 eV
* HOMO: -8.726 eV
* SMILES: [H]/N=C(/C=N/[H])C(\N)=N/O
* M: 114.1 g mol⁻¹
* Kohn-Sham gap: 8.901 eV

The geometry in ORCA input format:
```
! wB97M-V def2-TZVPD RIJCOSX def2/J DEFGRID3
* xyz 0 1
H -1.334 2.279 -0.172
N -0.972 1.776 0.636
C -0.190 0.838 0.388
C 0.095 -0.228 1.512
N 1.196 -0.828 1.620
H 1.358 -1.298 2.506
C 0.191 0.001 -0.768
N 1.543 -0.029 -1.052
N -0.636 -0.568 -1.580
O -1.994 -0.288 -1.284
H -0.651 -0.148 2.300
H 2.103 -0.216 -0.227
H 1.755 -0.626 -1.839
H -2.462 -0.664 -2.041
*
```

natural (NBO) atomic charge list, values in e, 2 entries: 0.3626, -0.5422



Arrangement three

C3H6N4O | ωB97M-V with the def2-TZVPD basis set

Output
* lowest unoccupied orbital energy: 0.633 eV
* HOMO: -8.169 eV
* SMILES: Nc1n[nH]c(CO)n1
* M: 114.1 g mol⁻¹
* Kohn-Sham gap: 8.802 eV

The geometry in ORCA input format:
```
! wB97M-V def2-TZVPD RIJCOSX def2/J DEFGRID3
* xyz 0 1
N -2.321 0.186 1.699
C -1.184 0.062 1.024
N -0.182 -0.699 1.455
N 0.758 -0.573 0.557
C 0.361 0.254 -0.427
C 1.238 0.711 -1.604
O 1.856 -0.566 -1.978
N -0.833 0.678 -0.173
H -2.677 -0.541 2.300
H -3.118 0.549 0.973
H 1.604 -1.179 0.326
H 0.463 1.261 -2.446
H 1.991 1.354 -1.321
H 2.447 -0.226 -2.733
*
```

natural (NBO) atomic charge list, values in e, 2 entries: -0.8069, 0.4447



Arrangement four

C3H6N4O | ωB97M-V with the def2-TZVPD basis set

Output
* lowest unoccupied orbital energy (spin up / spin down): 0.663 / 0.663 eV
* HOMO (spin up / spin down): -7.488 / -7.489 eV
* M: 114.1 g mol⁻¹
* Kohn-Sham gap (spin up / spin down): 8.151 / 8.152 eV

The geometry in ORCA input format:
```
! wB97M-V def2-TZVPD RIJCOSX def2/J DEFGRID3
* xyz 0 1
C 0.264 1.434 0.026
C 1.059 0.346 -0.023
C -1.563 -1.614 0.186
N -0.848 -0.633 -0.594
N -1.975 1.666 -0.579
N -0.988 1.202 -0.252
N 2.425 0.394 0.237
O 0.512 -0.822 -0.268
H 0.548 2.518 0.174
H -2.340 -1.013 0.762
H -2.196 -2.021 -0.536
H -0.900 -2.107 0.745
H 3.149 1.149 -0.008
H 2.851 -0.500 0.131
*
```

natural (NBO) atomic charge list, values in e, 2 entries: -0.3301, 0.5630



Energy relative to the most stable one, in kJ/mol: arrangement one 293.6; arrangement two 166.9; arrangement three 0.0; arrangement four 435.2



Arrangement one

C3H6N4O | ωB97M-V with the def2-TZVPD basis set

Output
* lowest unoccupied orbital energy: 0.614 eV
* HOMO: -7.988 eV
* M: 114.1 g mol⁻¹
* Kohn-Sham gap: 8.602 eV

The geometry in ORCA input format:
```
! wB97M-V def2-TZVPD RIJCOSX def2/J DEFGRID3
* xyz 0 1
C -0.853 0.370 -0.736
C -0.206 1.540 -0.726
C 0.603 -2.409 1.087
N 0.992 0.173 0.614
N -0.371 -1.691 0.339
N -0.015 -0.495 0.150
N -0.386 2.803 -1.305
O 0.999 1.366 -0.046
H -1.737 -0.157 -1.068
H 0.494 -2.086 2.238
H 0.416 -3.479 1.054
H 1.673 -2.260 0.708
H -1.381 2.715 -1.644
H -0.228 3.612 -0.667
*
```

natural (NBO) atomic charge list, values in e, 2 entries: -0.2418, 0.4496



Arrangement two

C3H6N4O | ωB97M-V with the def2-TZVPD basis set

Output
* lowest unoccupied orbital energy: -0.294 eV
* HOMO: -7.905 eV
* M: 114.1 g mol⁻¹
* Kohn-Sham gap: 7.611 eV

The geometry in ORCA input format:
```
! wB97M-V def2-TZVPD RIJCOSX def2/J DEFGRID3
* xyz 0 1
C -1.058 1.006 -0.153
C 0.375 1.529 -0.166
C 2.792 -1.136 0.161
H -3.627 0.097 0.449
H -3.206 -1.640 -0.253
H -1.810 1.738 -0.260
H 0.452 -0.669 -0.250
H 2.132 -2.130 1.122
H 3.854 -1.109 0.192
N -2.834 -0.461 -0.097
N -1.485 -0.111 -0.106
N 1.107 0.226 -0.254
N 2.337 0.150 -0.604
O 0.973 2.510 0.220
*
```

natural (NBO) atomic charge list, values in e, 2 entries: -0.0446, 0.6266



Arrangement three

C3H6N4O | ωB97M-V with the def2-TZVPD basis set

Output
* lowest unoccupied orbital energy: -0.168 eV
* HOMO: -9.279 eV
* M: 114.1 g mol⁻¹
* Kohn-Sham gap: 9.111 eV

The geometry in ORCA input format:
```
! wB97M-V def2-TZVPD RIJCOSX def2/J DEFGRID3
* xyz 0 1
C 2.207 0.069 0.413
C -0.321 -0.108 1.080
C 0.567 0.022 -1.511
N 3.138 0.343 1.053
N -1.451 -0.592 0.983
N 0.183 0.428 2.199
N 1.097 -0.289 -0.189
O -2.050 -1.023 -0.154
H -0.390 0.642 -1.479
H 1.300 0.561 -2.012
H 0.421 -0.857 -2.196
H 0.172 0.021 3.094
H 1.095 0.855 2.172
H -2.797 -0.404 -0.090
*
```

natural (NBO) atomic charge list, values in e, 2 entries: 0.4079, 0.6127



Arrangement four

C3H6N4O | ωB97M-V with the def2-TZVPD basis set

Output
* lowest unoccupied orbital energy: 0.147 eV
* HOMO: -8.102 eV
* SMILES: Nn1[nH]cc/c1=N/O
* M: 114.1 g mol⁻¹
* Kohn-Sham gap: 8.249 eV

The geometry in ORCA input format:
```
! wB97M-V def2-TZVPD RIJCOSX def2/J DEFGRID3
* xyz 0 1
N -0.246 -1.620 -0.207
N 0.191 -0.444 -0.467
N 1.589 -0.464 -0.070
C 1.836 0.869 0.367
C 0.657 1.505 0.519
C -0.379 0.580 0.102
N -1.596 1.055 -0.283
O -2.381 -0.332 -0.577
H -0.817 -1.916 -0.982
H -0.927 -1.840 0.528
H 1.813 -1.288 0.724
H 2.959 1.155 0.106
H 0.537 2.450 0.922
H -3.237 0.291 -0.681
*
```

natural (NBO) atomic charge list, values in e, 2 entries: -0.6566, -0.0988



Energy relative to the most stable one, in kJ/mol: arrangement one 0.0; arrangement two 459.2; arrangement three 24.6; arrangement four 244.6



Arrangement one

C10H19N2 | ωB97M-V with the def2-TZVPD basis set

Output
* lowest unoccupied orbital energy: -4.520 eV
* HOMO: -11.766 eV
* SMILES: C/C=C(/C)CC[C@@H]1C=[NH+]CNC1
* M: 167.3 g mol⁻¹
* Kohn-Sham gap: 7.246 eV

The geometry in ORCA input format:
```
! wB97M-V def2-TZVPD RIJCOSX def2/J DEFGRID3
* xyz 1 1
C -1.299 -1.293 -3.231
C -0.669 0.017 -2.780
C 0.195 0.323 -1.799
C 0.632 1.760 -1.499
C 0.840 -0.687 -0.819
C -0.276 -1.401 -0.078
C -0.360 -1.065 1.440
C -1.266 0.016 1.802
N -0.818 1.188 2.116
C 0.497 1.663 2.299
N 1.424 0.555 2.154
C 0.945 -0.782 2.281
H -1.102 -2.091 -2.541
H -0.903 -1.598 -4.229
H -2.379 -1.007 -3.351
H -1.034 0.790 -3.410
H 1.305 1.984 -0.584
H -0.244 2.353 -1.322
H 1.307 2.131 -2.243
H 1.241 -1.413 -1.657
H 1.671 -0.346 -0.250
H -0.053 -2.505 -0.178
H -1.273 -1.069 -0.445
H -0.708 -2.043 1.971
H -2.325 -0.256 1.633
H -1.523 1.895 1.947
H 0.709 2.377 1.422
H 0.544 2.243 3.207
H 2.228 0.620 2.772
H 0.894 -0.882 3.358
H 1.798 -1.478 2.013
*
```

natural (NBO) atomic charge list, values in e, 2 entries: -0.6526, -0.1846



Arrangement two

C10H19N2 | ωB97M-V with the def2-TZVPD basis set

Output
* lowest unoccupied orbital energy: -3.051 eV
* HOMO: -13.445 eV
* M: 167.3 g mol⁻¹
* Kohn-Sham gap: 10.394 eV

The geometry in ORCA input format:
```
! wB97M-V def2-TZVPD RIJCOSX def2/J DEFGRID3
* xyz 1 1
C 3.190 0.388 -1.042
C 3.375 0.024 0.446
C 1.551 0.613 -1.155
C -2.041 0.177 -0.559
C -2.159 0.616 0.833
C 2.048 -0.447 0.946
C -1.720 -0.770 0.529
C -3.077 -0.155 -1.659
C -1.346 1.814 1.400
C -1.306 -1.976 0.919
N 1.263 -1.400 0.222
N 1.046 0.023 0.042
H 3.659 1.305 -1.395
H 3.466 -0.353 -1.817
H 4.369 -0.436 0.721
H 3.470 1.063 0.933
H 1.294 1.697 -1.114
H 1.064 0.226 -2.038
H -1.026 0.471 -1.070
H -3.154 0.574 1.316
H 1.906 -0.480 2.017
H -2.778 -1.038 -2.198
H -3.107 0.701 -2.326
H -3.995 -0.479 -1.277
H -0.776 1.552 2.332
H -1.907 2.803 1.272
H -0.624 1.995 0.692
H -1.486 -2.670 0.021
H -1.199 -2.255 1.898
H 0.110 -1.777 0.670
H 1.366 -2.023 -0.611
*
```

natural (NBO) atomic charge list, values in e, 2 entries: -0.4266, -0.4697



Energy relative to the most stable one, in kJ/mol: arrangement one 0.0; arrangement two 290.5



Arrangement one

C2HBr4F | ωB97M-V with the def2-TZVPD basis set

Output
* lowest unoccupied orbital energy (spin up / spin down): -1.966 / -1.966 eV
* HOMO (spin up / spin down): -10.046 / -10.047 eV
* M: 363.6 g mol⁻¹
* Kohn-Sham gap (spin up / spin down): 8.081 / 8.081 eV

The geometry in ORCA input format:
```
! wB97M-V def2-TZVPD RIJCOSX def2/J DEFGRID3
* xyz 0 1
C -0.100 -0.782 0.019
C 0.347 0.626 -0.159
F -0.444 -1.442 -1.051
Br -2.343 -0.620 1.259
Br -0.884 1.643 -1.300
Br 0.583 1.355 1.624
Br 2.122 0.381 -1.019
H 0.720 -1.161 0.627
*
```

natural (NBO) atomic charge list, values in e, 2 entries: 0.3138, -0.3911



Arrangement two

C2HBr4F | ωB97M-V with the def2-TZVPD basis set

Output
* lowest unoccupied orbital energy: -1.388 eV
* HOMO: -9.546 eV
* SMILES: FC=C(Br)Br.BrBr
* M: 363.6 g mol⁻¹
* Kohn-Sham gap: 8.158 eV

The geometry in ORCA input format:
```
! wB97M-V def2-TZVPD RIJCOSX def2/J DEFGRID3
* xyz 0 1
F 2.474 -1.036 -0.573
C 1.450 -0.355 -1.116
C 0.482 0.248 -0.499
Br 0.477 0.328 1.365
Br -1.002 0.935 -1.512
H 1.441 -0.344 -2.220
Br -3.020 1.035 1.722
Br -2.303 -0.812 2.833
*
```

natural (NBO) atomic charge list, values in e, 2 entries: -0.3072, 0.1852



Arrangement three

C2HBr4F | ωB97M-V with the def2-TZVPD basis set

Output
* lowest unoccupied orbital energy: -0.127 eV
* HOMO: -10.392 eV
* M: 363.6 g mol⁻¹
* Kohn-Sham gap: 10.266 eV

The geometry in ORCA input format:
```
! wB97M-V def2-TZVPD RIJCOSX def2/J DEFGRID3
* xyz 0 1
C 0.499 0.389 0.433
C -0.438 -0.299 -0.435
F 0.312 1.673 0.182
Br 2.290 -0.038 0.681
Br 0.076 0.099 -2.294
Br -0.066 -2.189 -0.111
Br -2.256 0.176 -0.131
H -0.416 0.189 1.675
*
```

natural (NBO) atomic charge list, values in e, 2 entries: 0.0095, -0.3657



Energy relative to the most stable one, in kJ/mol: arrangement one 56.7; arrangement two 0.0; arrangement three 105.4



Arrangement one

C2H2BrClNO2 | ωB97M-V with the def2-TZVPD basis set

Output
* lowest unoccupied orbital energy (spin up / spin down): 2.756 / 2.757 eV
* HOMO (spin up / spin down): -3.258 / -3.258 eV
* M: 187.4 g mol⁻¹
* Kohn-Sham gap (spin up / spin down): 6.014 / 6.015 eV

The geometry in ORCA input format:
```
! wB97M-V def2-TZVPD RIJCOSX def2/J DEFGRID3
* xyz -1 1
C -0.184 1.031 0.844
C 0.480 -0.685 -1.417
N -0.047 -0.155 1.454
O 0.299 1.028 -0.395
O -0.522 2.068 1.377
Cl -1.033 -0.230 2.913
Br -1.025 -1.805 -1.929
H 1.194 -1.140 -0.653
H 0.837 -0.111 -2.194
*
```

natural (NBO) atomic charge list, values in e, 2 entries: 0.7610, -0.1547



Arrangement two

C2H2BrClNO2 | ωB97M-V with the def2-TZVPD basis set

Output
* lowest unoccupied orbital energy: 3.130 eV
* HOMO: -4.415 eV
* M: 187.4 g mol⁻¹
* Kohn-Sham gap: 7.545 eV

The geometry in ORCA input format:
```
! wB97M-V def2-TZVPD RIJCOSX def2/J DEFGRID3
* xyz -1 1
C 0.163 -2.234 1.732
C 0.048 -0.200 -0.356
N -0.546 -1.700 0.589
O 1.074 -1.499 2.091
O -0.325 -3.282 2.134
Cl -1.794 -2.471 -0.285
Br 0.865 -0.720 -1.966
H 0.766 0.185 0.354
H -0.849 0.373 -0.521
*
```

natural (NBO) atomic charge list, values in e, 2 entries: 0.8488, -0.3009



Energy relative to the most stable one, in kJ/mol: arrangement one 169.9; arrangement two 0.0